Record 1
ORCA calculation (ωB97M-V with the def2-TZVPD basis set) on 8 unconnected molecules or ions with the total composition C42H107N7O15 in a non-equilibrium geometry.

Geometry as ORCA input:
```
! RIJCOSX wB97M-V def2-TZVPD def2/J DEFGRID3
* xyz -1 2
C 6.893 20.065 6.300
O 6.095 21.083 6.839
C 6.707 22.344 7.116
C 7.322 22.404 8.576
N 8.823 22.257 8.653
C 9.247 21.907 9.989
C 8.872 22.903 11.059
O 9.137 24.238 10.573
C 8.682 25.262 11.452
H 6.406 19.093 6.225
H 7.727 19.953 6.993
H 7.256 20.415 5.334
H 6.062 23.212 6.975
H 7.523 22.509 6.413
H 6.884 21.622 9.196
H 6.985 23.379 8.930
H 9.161 23.179 8.416
H 10.336 21.926 10.034
H 8.850 20.918 10.217
H 9.380 22.747 12.011
H 7.792 22.768 11.119
H 9.184 25.231 12.419
H 7.664 25.216 11.838
H 8.854 26.247 11.018
C 0.691 20.498 3.090
O 1.955 20.789 3.673
C 2.175 22.150 4.057
C 3.426 22.247 4.994
N 3.523 21.336 6.124
C 2.706 21.730 7.321
C 3.115 22.992 8.131
O 4.287 22.900 8.857
C 4.522 23.933 9.824
H 0.459 21.147 2.246
H -0.114 20.627 3.814
H 0.649 19.423 2.916
H 1.310 22.444 4.651
H 2.129 22.763 3.157
H 3.631 23.285 5.258
H 4.221 21.976 4.299
H 4.480 21.331 6.446
H 2.785 20.889 8.010
H 1.639 21.756 7.099
H 2.236 23.400 8.630
H 3.260 23.782 7.394
H 5.418 23.741 10.414
H 3.678 23.899 10.513
H 4.549 24.953 9.443
C 11.092 11.279 -3.280
O 10.577 11.544 -2.032
C 10.035 12.844 -1.990
C 9.424 12.941 -0.529
N 8.465 14.040 -0.392
C 7.892 14.163 0.873
C 6.728 15.101 0.780
O 5.910 14.843 1.963
C 4.696 15.633 1.993
H 11.452 10.253 -3.218
H 11.954 11.910 -3.498
H 10.291 11.413 -4.007
H 9.237 13.060 -2.700
H 10.752 13.641 -2.186
H 10.289 13.082 0.119
H 8.897 12.040 -0.215
H 9.098 14.826 -0.440
H 8.619 14.562 1.580
H 7.565 13.176 1.201
H 6.023 14.858 -0.014
H 7.015 16.151 0.711
H 4.159 15.638 1.045
H 4.799 16.685 2.260
H 4.063 15.353 2.835
C 6.973 17.911 3.475
O 7.965 18.897 3.682
C 9.116 18.475 4.426
C 10.097 19.670 4.596
N 11.279 19.237 5.252
C 12.232 18.306 4.690
C 12.704 18.744 3.295
O 13.488 17.767 2.618
C 14.665 17.426 3.282
H 6.202 18.423 2.898
H 6.584 17.640 4.456
H 7.357 16.996 3.025
H 9.592 17.681 3.850
H 8.702 18.128 5.372
H 9.659 20.377 5.301
H 10.261 20.244 3.684
H 11.230 19.071 6.247
H 11.717 17.346 4.651
H 13.103 18.108 5.315
H 13.314 19.641 3.404
H 11.833 18.891 2.656
H 14.869 16.356 3.250
H 14.844 17.731 4.313
H 15.426 17.948 2.701
C 2.325 18.979 0.448
O 2.036 18.108 -0.625
C 1.069 17.068 -0.331
C 0.863 16.227 -1.592
N 2.135 15.569 -1.873
C 2.258 14.679 -3.027
C 3.507 13.781 -2.868
O 4.658 14.583 -2.966
C 5.878 13.813 -3.030
H 3.077 19.695 0.114
H 2.601 18.402 1.331
H 1.422 19.538 0.692
H 0.116 17.488 -0.010
H 1.436 16.599 0.582
H 0.468 16.760 -2.457
H 0.093 15.508 -1.315
H 2.982 16.089 -1.694
H 2.327 15.224 -3.969
H 1.361 14.063 -3.090
H 3.424 13.216 -3.796
H 3.376 13.142 -1.994
H 5.910 13.175 -3.914
H 6.016 13.361 -2.048
H 6.626 14.592 -3.176
C 6.250 10.078 2.097
O 6.152 10.721 3.362
C 5.026 11.598 3.590
C 5.106 12.246 5.033
N 3.984 13.119 5.376
C 4.032 13.536 6.775
C 5.173 14.496 7.193
O 5.266 15.637 6.353
C 4.444 16.710 6.703
H 7.114 9.418 2.175
H 6.302 10.743 1.234
H 5.321 9.530 1.945
H 4.095 11.063 3.406
H 4.972 12.419 2.876
H 6.020 12.840 5.001
H 5.142 11.525 5.850
H 4.207 14.014 4.965
H 4.067 12.629 7.378
H 3.114 14.048 7.062
H 6.119 13.982 7.024
H 5.170 14.830 8.231
H 4.598 17.017 7.738
H 3.379 16.561 6.528
H 4.537 17.650 6.160
C 0.891 18.215 5.840
O 0.890 17.489 7.048
C 0.123 16.303 6.782
C -0.082 15.589 8.165
N -0.939 16.396 9.022
C -0.807 16.027 10.404
C -1.541 14.715 10.689
O -1.588 14.402 12.143
C -1.991 13.105 12.405
H -0.120 18.568 5.637
H 1.246 17.540 5.061
H 1.589 19.051 5.810
H 0.548 15.611 6.054
H -0.904 16.441 6.444
H 0.884 15.377 8.624
H -0.590 14.643 7.982
H -0.582 17.336 8.922
H -1.201 16.799 11.065
H 0.226 15.952 10.744
H -0.996 13.921 10.178
H -2.554 14.576 10.311
H -3.052 12.880 12.296
H -1.802 12.971 13.470
H -1.414 12.463 11.739
O 3.939 18.950 4.007
H 3.163 19.321 3.588
H 4.081 19.499 4.778
*
```

Values from the calculation:
**ΔE to the lowest compared entry with this formula, charge and spin**: 0.0 kcal/mol
**Gap between HOMO and LUMO (spin up / spin down)**: 1.10 / 8.50 eV
**E_HOMO (spin up / spin down)**: 0.8 / -6.6 eV

Atom charges from the Mulliken analysis, given in e for atoms 1 to 8: C 0.17; O -0.32; C -1.52; C 0.00; N -0.05; C -1.05; C -0.49; O 0.15

---

Record 2
ORCA calculation (ωB97M-V with the def2-TZVPD basis set) on a molecular structure, C23H23MoP2 in a non-equilibrium geometry.

Geometry as ORCA input:
```
! RIJCOSX wB97M-V def2-TZVPD def2/J DEFGRID3
* xyz 1 3
C 0.162 0.501 -4.105
C -1.087 -0.266 -3.985
C -0.896 -1.464 -3.216
C 0.493 -1.553 -2.881
C 1.219 -0.366 -3.378
Mo 0.656 1.313 -1.998
P -0.739 3.169 -2.676
H 0.422 1.119 -4.937
H -1.999 0.111 -4.368
H -1.677 -1.923 -2.641
H 2.259 -0.348 -3.618
H 0.967 -2.262 -2.252
H -1.856 3.654 -1.908
H -1.205 3.362 -4.025
H 0.206 4.258 -2.547
C -0.696 3.065 3.667
C 0.282 3.309 2.700
C 0.441 2.437 1.619
C -0.364 1.290 1.521
C -1.386 1.068 2.465
C -1.539 1.957 3.540
P -0.005 0.136 0.138
C 1.673 -0.459 0.629
C 2.733 -0.170 -0.247
C 4.039 -0.520 0.112
C 4.303 -1.107 1.350
C 3.252 -1.354 2.243
C 1.937 -1.033 1.884
C -1.198 -1.216 0.407
C -0.850 -2.501 0.862
C -1.843 -3.474 1.053
C -3.177 -3.196 0.747
C -3.525 -1.936 0.242
C -2.543 -0.960 0.075
H -0.805 3.740 4.515
H 0.934 4.181 2.785
H 1.196 2.643 0.863
H -2.041 0.210 2.375
H -2.320 1.770 4.273
H 2.534 0.359 -1.210
H 4.856 -0.322 -0.586
H 5.325 -1.365 1.622
H 3.454 -1.796 3.220
H 1.122 -1.218 2.588
H 0.188 -2.744 1.077
H -1.568 -4.455 1.442
H -3.949 -3.956 0.894
H -4.558 -1.715 -0.016
H -2.828 0.026 -0.312
*
```

Values from the calculation:
**ΔE to the lowest compared entry with this formula, charge and spin**: 37.6 kcal/mol
**Gap between HOMO and LUMO (spin up / spin down)**: 6.24 / 6.81 eV
**E_HOMO (spin up / spin down)**: -10.3 / -10.4 eV

Atom charges from the Mulliken analysis, given in e for atoms 1 to 8: C -0.90; C -0.22; C -0.63; C -0.11; C -0.98; Mo -0.52; P -0.16; H 0.62

---

Record 3
ORCA calculation (ωB97M-V with the def2-TZVPD basis set) on 2 unconnected molecules or ions with the total composition C2H2BrO2S2 in a non-equilibrium geometry.

Geometry as ORCA input:
```
! RIJCOSX wB97M-V def2-TZVPD def2/J DEFGRID3
* xyz -1 1
C -2.609 -1.242 0.425
C 0.332 0.024 -0.290
O -2.965 -0.384 1.067
O -2.164 -2.169 -0.046
S 1.367 -1.200 -0.999
S 1.234 1.572 0.145
Br -1.312 0.591 -1.649
H 0.702 -2.198 -0.408
H 0.104 2.301 0.286
*
```

Values from the calculation:
**ΔE to the lowest compared entry with this formula, charge and spin**: 43.7 kcal/mol
**Gap between HOMO and LUMO**: 5.89 eV
**E_HOMO**: -2.5 eV

Atom charges from the Mulliken analysis, given in e for atoms 1 to 8: C 0.68; C -0.21; O -0.35; O -0.34; S -0.23; S -0.28; Br -0.43; H 0.08